Entry 1:
ORCA calculation (the ωB97M-V functional and the def2-TZVPD basis) on a cluster of 5 separate species, C32H32Cl2F4O4 in total.

```
74
Properties=species:S:1:pos:R:3:forces:R:3
C 2.345 -6.078 -1.416 0.3 0.3 -0.4
C 2.154 -5.514 -2.823 0.2 0.3 0.3
Cl 1.276 -6.622 -3.910 -0.1 -0.2 -0.1
C 1.575 -4.094 -2.874 -0.1 0.0 0.1
Cl 2.968 -3.011 -2.523 0.1 0.1 0.1
C 0.418 -3.784 -1.932 -0.5 -0.4 0.2
C -0.657 -4.854 -2.020 -0.5 0.6 0.1
C -1.796 -4.706 -1.006 0.0 -0.1 -0.6
C -3.120 -4.181 -1.524 -2.5 0.9 2.1
O -4.035 -3.906 -0.734 2.5 -0.5 -2.2
O -3.293 -3.996 -2.869 -0.3 -0.1 0.7
O -0.180 -2.508 -2.268 0.4 0.0 0.7
C 0.478 -1.459 -1.664 0.0 1.2 1.6
O 0.264 -1.015 -0.549 0.0 -1.5 -2.1
H 1.558 -6.749 -1.110 -0.2 -0.1 0.2
H 2.449 -5.246 -0.730 -0.2 0.1 0.3
H 3.299 -6.585 -1.385 0.1 -0.4 0.1
H 3.142 -5.416 -3.244 0.1 -0.1 -0.4
H 1.253 -3.848 -3.876 0.0 0.0 -0.3
H 0.737 -3.744 -0.894 0.3 0.1 0.2
H -0.221 -5.826 -1.870 0.2 -0.2 -0.1
H -1.080 -4.808 -3.015 0.2 -0.2 -0.4
H -1.523 -4.090 -0.159 0.0 0.2 0.2
H -2.018 -5.697 -0.626 -0.2 -0.2 0.3
H -3.040 -4.802 -3.326 0.3 0.0 -0.3
H 1.259 -1.029 -2.289 -0.1 0.2 -0.3
F -0.979 2.657 0.474 0.0 0.0 0.0
C -2.180 2.040 0.549 -0.1 -0.1 0.0
C -2.243 0.688 0.276 0.4 0.1 0.0
C -3.472 0.061 0.356 -0.2 0.1 0.0
C -4.610 0.779 0.696 -0.1 0.0 -0.2
C -4.521 2.137 0.963 0.0 -0.1 -0.1
C -3.293 2.780 0.894 0.0 0.2 0.0
H -1.336 0.154 0.008 -0.3 0.1 0.1
H -3.544 -0.994 0.155 0.0 -0.3 -0.1
H -5.567 0.276 0.753 0.0 0.0 0.0
H -5.407 2.700 1.225 0.0 0.0 0.0
H -3.195 3.837 1.103 0.0 0.0 0.0
F 4.403 7.106 0.849 0.0 0.0 0.0
C 3.183 6.536 0.946 -0.2 0.0 0.0
C 3.053 5.188 0.684 0.2 -0.1 0.0
C 1.801 4.603 0.788 0.0 0.0 0.0
C 0.700 5.369 1.139 -0.1 0.0 0.0
C 0.851 6.725 1.394 0.1 -0.1 0.0
C 2.103 7.319 1.302 0.0 0.1 0.0
H 3.922 4.606 0.405 0.0 0.0 0.0
H 1.683 3.546 0.594 0.0 0.0 0.0
H -0.273 4.905 1.213 0.0 0.0 0.0
H -0.006 7.326 1.664 0.0 0.0 0.0
H 2.246 8.372 1.503 0.0 0.0 0.0
F -6.337 -3.264 4.883 0.0 0.0 0.0
C -5.722 -2.065 4.951 0.0 0.1 0.0
C -5.251 -1.487 3.789 0.0 -0.1 -0.2
C -4.623 -0.253 3.865 0.0 0.0 0.2
C -4.467 0.378 5.092 0.0 0.0 0.0
C -4.945 -0.225 6.247 0.0 0.0 -0.1
C -5.583 -1.455 6.181 0.0 -0.1 0.1
H -5.376 -1.999 2.843 0.0 0.0 0.0
H -4.255 0.213 2.964 0.0 0.0 0.1
H -3.973 1.339 5.146 0.0 0.0 0.0
H -4.822 0.263 7.205 0.0 0.0 0.0
H -5.970 -1.939 7.068 0.0 0.0 0.0
F 4.851 0.594 -2.531 0.0 0.0 0.0
C 5.522 1.764 -2.498 0.1 0.2 0.0
C 5.999 2.297 -3.678 0.0 -0.1 -0.1
C 6.684 3.502 -3.636 0.0 0.0 0.1
C 6.891 4.150 -2.426 0.0 0.0 0.0
C 6.406 3.592 -1.251 0.0 0.0 -0.1
C 5.712 2.392 -1.285 -0.1 -0.1 0.2
H 5.833 1.773 -4.610 0.0 0.0 0.0
H 7.058 3.937 -4.553 0.0 0.0 0.0
H 7.428 5.088 -2.399 0.0 0.0 0.0
H 6.569 4.092 -0.306 0.0 0.0 0.0
H 5.320 1.945 -0.381 0.0 0.0 0.0
```
Forces are in eV/Å.

HOMO: -0.332 hartree
LUMO energy: 0.26 eV
Orbital gap: 0.3418 hartree
Energy: -77807.37020 eV

***

Entry 2:
ORCA calculation (the ωB97M-V functional and the def2-TZVPD basis) on an isolated molecule of C4H9NOSi.

```
16
Properties=species:S:1:pos:R:3:forces:R:3
C 1.230 0.985 1.330 0.1 -2.6 0.2
N 1.871 1.169 0.272 0.6 1.6 -1.1
O 1.956 0.240 -0.724 0.7 0.0 -0.3
C 1.456 -1.086 -0.566 -0.4 -0.3 -1.2
C -0.011 -1.056 -0.216 1.0 1.5 -1.4
C -0.681 0.004 -0.629 -1.1 -1.1 0.5
Si -2.480 0.473 -0.177 2.0 -0.4 -3.5
H 1.198 1.736 2.074 0.1 0.8 0.4
H 0.863 -0.021 1.550 -0.3 0.5 0.5
H 1.934 -1.526 0.281 0.9 -0.8 0.3
H 1.709 -1.584 -1.581 -0.3 0.6 1.9
H -0.267 -1.624 0.597 -1.0 -1.8 1.7
H -0.077 0.463 -1.398 -0.7 1.1 -0.2
H -3.252 -0.664 -0.661 -0.5 -0.2 0.0
H -2.451 1.562 -1.170 -0.9 0.3 0.0
H -2.999 0.929 1.019 -0.3 0.6 2.1
```
Forces are in eV/Å.

HOMO: -0.351 hartree
LUMO energy: 0.75 eV
Orbital gap: 0.3780 hartree
ΔE to the lowest compared entry with this formula, charge and spin: 6.463 eV
Energy: -15704.14775 eV

***

Entry 3:
ORCA calculation (the ωB97M-V functional and the def2-TZVPD basis) on a structure of composition C11H34ClN8O5V.

```
60
Properties=species:S:1:pos:R:3:forces:R:3
V -0.164 -0.903 1.422 -1.1 1.1 0.3
Cl -1.268 -1.601 3.423 0.0 0.1 0.1
C 1.546 -0.589 -0.809 0.0 -0.4 -0.2
O 1.242 -1.468 -1.573 0.3 -0.9 -0.8
N 2.721 -0.360 -0.231 1.7 1.2 0.7
N 0.536 0.310 -0.380 -0.5 -0.3 -0.9
H 3.614 -0.650 -0.614 -0.6 -0.4 -0.2
H 2.783 0.526 0.291 0.0 -0.4 -0.2
H -0.159 0.060 -1.088 -0.4 0.6 0.3
H 0.898 1.230 -0.643 -0.4 0.5 0.5
C 0.345 -3.852 1.259 0.4 -4.3 1.5
O 0.740 -2.672 1.198 -1.0 -1.0 -0.2
N 1.234 -4.825 0.805 -1.2 1.9 0.1
N -0.787 -4.448 1.879 0.5 4.3 0.1
H 1.871 -4.350 0.189 0.7 -0.9 -0.3
H 1.149 -5.832 0.932 0.0 0.8 -0.3
H -1.042 -5.398 1.855 0.4 -1.1 -0.5
H -1.357 -3.879 2.539 0.9 -0.2 -0.7
C 1.081 2.616 -3.418 -1.1 0.2 1.2
O 1.487 2.542 -2.249 0.2 0.5 -0.3
N 1.157 1.500 -4.186 -0.4 1.6 -0.8
N 0.395 3.740 -3.871 0.0 -1.7 -2.2
H 0.694 1.394 -5.062 -0.1 0.0 -0.4
H 1.513 0.711 -3.732 0.5 -1.2 0.5
H 0.020 3.753 -4.871 1.0 0.3 2.3
H 0.492 4.584 -3.338 0.0 0.0 -0.1
C -3.758 -2.503 -1.219 -0.7 0.0 -0.4
C -2.603 -1.536 -0.926 -1.0 0.8 -1.7
C -3.235 -0.102 -1.083 0.0 -0.9 0.0
O -3.462 0.080 -2.453 0.7 -0.5 0.3
C -4.202 1.182 -2.835 -2.1 1.1 -0.8
N -2.097 -1.716 0.433 0.9 0.9 -0.6
H -4.618 -2.392 -0.502 0.9 0.1 -0.5
H -3.449 -3.531 -1.186 0.3 -0.6 0.2
H -4.153 -2.364 -2.244 0.2 0.2 0.6
H -1.794 -1.630 -1.729 -0.9 0.0 1.3
H -2.545 0.641 -0.735 0.5 0.7 0.5
H -4.204 -0.002 -0.532 0.7 -0.2 -0.1
H -3.728 2.217 -2.745 -0.3 -1.4 0.3
H -5.281 1.186 -2.421 1.7 0.1 0.1
H -4.398 0.976 -3.891 0.2 0.5 -0.1
H -1.945 -2.678 0.616 0.6 -1.4 -0.3
H -2.895 -1.603 1.009 -0.9 0.8 1.2
C 1.212 1.482 4.503 -1.2 0.6 0.1
C 1.351 1.547 2.995 1.1 0.7 -1.3
C 2.486 2.509 2.463 0.3 -1.1 1.7
O 2.792 2.142 1.166 -0.5 -1.1 -1.4
C 3.683 2.898 0.341 -1.5 -0.4 -0.3
N 1.455 0.139 2.529 0.4 -0.5 0.2
H 1.265 2.449 4.993 0.2 0.2 0.0
H 1.909 0.785 4.971 0.2 0.2 -0.2
H 0.196 1.118 4.718 0.3 -0.1 0.1
H 0.530 1.946 2.421 -1.1 0.2 0.6
H 3.355 2.375 3.135 0.0 0.3 -0.3
H 2.126 3.534 2.532 0.0 0.2 0.1
H 3.799 2.331 -0.607 -0.1 0.5 0.6
H 4.587 2.992 0.854 1.7 0.3 0.6
H 3.245 3.871 0.147 0.0 0.2 -0.2
H 2.388 -0.109 2.165 -0.6 0.1 0.6
H 1.244 -0.373 3.389 0.6 -0.5 -0.4
```
Forces are in eV/Å.

Net charge: +1
HOMO (spin up / spin down): -0.384 / -0.454 hartree
LUMO energy (spin up / spin down): -1.88 / -1.86 eV
Orbital gap (spin up / spin down): 0.3145 / 0.3853 hartree
Energy: -72325.87804 eV
Expectation value of S²: 3.76
Multiplicity: 4